Record 1
C4H12 | ωB97M-V with the def2-TZVPD basis set

XYZ file:
```
16
Properties=species:S:1:pos:R:3:lowdin_spin:R:1
C -1.861 -1.498 -0.526 0.181
C -2.350 0.019 -0.419 0.128
H -0.863 -1.470 -0.850 0.037
H -1.758 -2.105 0.366 0.033
H -2.477 -2.098 -1.140 0.018
H -1.954 0.335 0.590 0.037
H -1.800 0.545 -1.256 0.028
H -3.417 -0.080 -0.495 0.014
C 2.345 0.579 1.120 0.177
C 1.725 1.176 -0.155 0.179
H 2.338 0.979 2.043 0.020
H 1.911 -0.398 1.310 0.039
H 3.479 0.298 0.945 0.020
H 1.387 0.323 -0.732 0.039
H 2.442 1.492 -0.875 0.025
H 0.854 1.903 0.074 0.025
```

Output
* total charge: -1
* relative energy (zero: lowest compared OMol25 entry of this formula, charge and spin): 1.286 eV
* 2S+1: 2

Record 2
C5H15N3 | ωB97M-V with the def2-TZVPD basis set

XYZ file:
```
23
Properties=species:S:1:pos:R:3:nbo_charge:R:1
C 1.147 -0.867 -1.228 -0.669
C 1.321 -0.262 0.125 0.053
C 0.332 0.827 0.570 -0.490
C -1.075 0.304 0.392 -0.054
C -1.451 -1.019 0.334 0.087
N -2.635 -1.533 0.003 -0.729
N -2.023 1.433 0.158 -0.694
N 2.837 0.565 0.074 -0.669
H 0.714 -0.300 -1.934 0.235
H 0.520 -1.780 -1.033 0.256
H 2.067 -1.217 -1.623 0.253
H 1.616 -1.132 0.957 0.269
H 0.430 1.778 0.007 0.232
H 0.620 1.047 1.639 0.248
H -0.645 -1.682 0.665 0.234
H -3.473 -0.922 0.072 0.386
H -2.830 -2.408 0.266 0.417
H -1.836 2.147 -0.568 0.457
H -2.950 0.929 -0.199 0.458
H -2.104 1.832 1.080 0.458
H 2.839 1.299 -0.589 0.426
H 3.494 -0.038 -0.073 0.412
H 3.083 1.000 0.906 0.424
```

Output
* total charge: +2
* relative energy (zero: lowest compared OMol25 entry of this formula, charge and spin): 3.477 eV

Record 3
C45H78BrClN10O2 | ωB97M-V with the def2-TZVPD basis set

XYZ file:
```
137
Properties=species:S:1:pos:R:3:lowdin_charge:R:1
C 5.934 -3.663 2.183 -0.128
C 7.317 -3.137 1.707 -0.265
C 7.553 -3.272 0.180 -0.214
C 6.891 -2.154 -0.684 -0.210
C 7.219 -0.691 -0.176 -0.200
C 5.854 -0.004 0.162 -0.224
C 6.011 1.274 1.043 -0.201
C 4.651 1.956 1.388 -0.208
C 3.661 1.038 2.190 -0.680
Cl 2.668 0.085 1.015 0.806
C 4.485 0.155 3.096 -0.265
N 4.957 -0.675 3.679 0.225
C 2.605 1.925 3.002 -0.799
Br 3.408 2.760 4.597 0.836
C 2.249 3.080 2.060 -0.253
N 1.973 3.856 1.306 0.210
O 1.408 1.266 3.229 -0.191
C 1.391 0.476 4.434 -0.182
C 0.482 -0.808 4.164 -0.183
N 0.114 -0.973 2.762 -0.088
C -1.242 -0.424 2.491 -0.165
C -1.291 -0.055 0.969 -0.387
C -2.631 -0.629 0.363 -0.049
O -1.103 1.332 0.739 -0.045
H 5.750 -3.465 3.258 0.056
H 5.863 -4.758 2.013 0.071
H 5.097 -3.170 1.644 0.065
H 7.441 -2.109 2.102 0.082
H 8.091 -3.754 2.218 0.102
H 8.630 -3.333 -0.076 0.076
H 7.116 -4.244 -0.147 0.111
H 5.797 -2.351 -0.697 0.102
H 7.208 -2.212 -1.744 0.087
H 7.682 -0.156 -1.026 0.093
H 7.926 -0.690 0.674 0.093
H 5.333 0.325 -0.763 0.122
H 5.235 -0.783 0.650 0.063
H 6.663 1.111 1.929 0.087
H 6.568 2.005 0.412 0.124
H 4.205 2.274 0.426 0.116
H 4.891 2.878 1.965 0.112
H 0.887 1.068 5.225 0.115
H 2.376 0.091 4.740 0.092
H 1.077 -1.709 4.436 0.120
H -0.407 -0.829 4.836 0.112
H 0.168 -1.944 2.461 0.039
H -1.299 0.502 3.100 0.101
H -2.006 -1.165 2.796 0.083
H -0.459 -0.588 0.469 0.127
H -3.347 -0.808 1.186 0.051
H -2.368 -1.582 -0.138 0.066
H -3.011 0.123 -0.356 0.074
H -1.585 1.864 1.384 0.060
C 13.183 -0.336 -0.939 -0.110
C 12.289 -0.696 0.244 -0.303
C 11.475 -1.969 0.019 -0.185
C 10.510 -1.827 -1.069 -0.221
N 9.739 -1.715 -1.913 0.181
H 12.595 -0.126 -1.836 0.070
H 13.768 0.556 -0.711 0.070
H 13.878 -1.147 -1.167 0.073
H 11.622 0.138 0.460 0.088
H 12.915 -0.837 1.124 0.084
H 10.934 -2.208 0.939 0.107
H 12.140 -2.811 -0.183 0.122
C -5.124 -0.123 -3.430 -0.108
C -6.349 -0.995 -3.183 -0.265
C -6.401 -1.572 -1.766 -0.186
C -5.296 -2.492 -1.499 -0.227
N -4.424 -3.209 -1.290 0.156
H -4.200 -0.698 -3.337 0.071
H -5.156 0.292 -4.438 0.070
H -5.086 0.707 -2.722 0.076
H -6.371 -1.803 -3.918 0.112
H -7.245 -0.391 -3.347 0.092
H -7.345 -2.106 -1.632 0.117
H -6.392 -0.762 -1.033 0.122
C -5.387 3.950 3.567 -0.108
C -4.106 3.739 4.366 -0.259
C -3.180 2.688 3.749 -0.192
C -3.779 1.353 3.746 -0.236
N -4.264 0.311 3.742 0.172
H -5.991 3.041 3.534 0.073
H -5.992 4.733 4.025 0.073
H -5.164 4.251 2.541 0.078
H -4.360 3.459 5.391 0.113
H -3.567 4.688 4.420 0.110
H -2.247 2.655 4.318 0.119
H -2.917 2.978 2.728 0.113
C -3.250 -3.959 2.745 -0.098
C -2.863 -5.107 1.822 -0.257
C -1.451 -5.639 2.086 -0.184
C -0.415 -4.644 1.804 -0.197
N 0.400 -3.866 1.576 0.164
H -2.601 -3.095 2.597 0.041
H -4.274 -3.641 2.544 0.078
H -3.188 -4.260 3.793 0.079
H -2.954 -4.782 0.783 0.096
H -3.574 -5.924 1.963 0.109
H -1.277 -6.514 1.455 0.119
H -1.365 -5.976 3.122 0.120
C -9.621 0.093 -6.125 -0.103
C -10.331 1.434 -6.248 -0.294
C -9.367 2.625 -6.271 -0.190
C -8.628 2.771 -5.015 -0.236
N -8.045 2.881 -4.031 0.140
H -9.071 0.017 -5.184 0.056
H -10.348 -0.720 -6.152 0.070
H -8.917 -0.056 -6.948 0.078
H -11.042 1.543 -5.426 0.109
H -10.908 1.437 -7.168 0.055
H -9.936 3.540 -6.452 0.115
H -8.665 2.521 -7.102 0.120
C 9.596 3.070 4.268 -0.105
C 8.748 1.805 4.316 -0.259
C 9.544 0.562 4.725 -0.180
C 10.576 0.218 3.747 -0.190
N 11.387 -0.051 2.979 0.183
H 10.385 2.993 3.517 0.073
H 8.977 3.930 4.011 0.073
H 10.063 3.266 5.236 0.076
H 8.279 1.646 3.342 0.089
H 7.940 1.951 5.037 0.110
H 8.859 -0.283 4.826 0.119
H 10.001 0.716 5.705 0.122
C -13.630 3.681 -9.481 -0.109
C -14.856 2.808 -9.238 -0.263
C -14.908 2.227 -7.822 -0.186
C -13.801 1.307 -7.560 -0.196
N -12.927 0.591 -7.354 0.171
H -12.706 3.106 -9.389 0.069
H -13.659 4.101 -10.487 0.073
H -13.591 4.509 -8.770 0.076
H -14.879 2.003 -9.975 0.113
H -15.753 3.411 -9.398 0.109
H -15.850 1.692 -7.690 0.119
H -14.898 3.034 -7.086 0.122
```

Output
* relative energy (zero: lowest compared OMol25 entry of this formula, charge and spin): 0.854 eV